# 1
{
  "formula": "C6H8MnO5",
  "method": "ωB97M-V/def2-TZVPD",
  "spin_multiplicity": 6,
  "total_energy_ev": -47883.481,
  "e_homo_ev": [-17.01, -16.93],
  "total_charge": 2,
  "elements": ["C", "H", "C", "C", "H", "O", "H", "O", "H", "H", "O", "O", "C", "C", "C", "Mn", "H", "O", "H", "H"],
  "xyz": [[1.0657, 1.7351, -3.4658], [-0.5370, -3.3822, 2.3351], [1.9512, 1.1442, -0.6700], [-0.9302, -2.4348, 1.9517], [0.0464, -1.0441, 3.3456], [0.4264, -1.4157, -1.7587], [-1.3562, 0.0977, 1.9468], [-2.4934, 1.1793, -1.7931], [0.2731, 3.0667, -0.8325], [0.0421, 2.8787, -0.1298], [-0.4964, -0.0685, 1.5564], [1.4312, 2.3019, -4.4312], [-0.0296, -1.2454, 2.2509], [-1.3370, 1.2669, -1.6515], [0.4903, -0.2656, -1.8887], [0.4923, 1.5148, -1.7204], [-1.9168, -2.2941, 2.3895], [2.9356, 0.9550, -0.0805], [0.9438, -1.4408, 1.7894], [-1.0014, -2.5490, 0.8567]],
  "forces_ev_per_a": [[3.711, 5.553, -10.272], [0.079, 0.291, 0.096], [9.603, -1.126, 6.658], [0.155, -0.014, -0.267], [0.162, -0.061, -0.853], [0.305, 5.015, -0.605], [-0.379, 0.377, -0.064], [6.212, 0.234, 0.790], [-0.246, 1.286, 0.955], [0.025, 0.386, 0.059], [0.051, 0.266, -0.176], [-2.163, -3.916, 5.605], [0.303, -0.692, -0.051], [-11.826, -0.300, -0.432], [-0.422, -13.299, -0.049], [-0.421, 5.241, 0.759], [-0.140, -0.025, -0.117], [-4.922, 0.702, -2.972], [0.120, 0.071, 0.565], [-0.206, 0.012, 0.371]]
}

***

# 2
{
  "formula": "C2H6P2",
  "method": "ωB97M-V/def2-TZVPD",
  "total_energy_ev": -20746.381,
  "e_homo_ev": -9.13,
  "total_charge": 0,
  "elements": ["H", "C", "H", "H", "P", "P", "H", "H", "C", "H"],
  "xyz": [[1.8025, 0.3253, 1.1965], [-0.3985, -0.3427, -0.0862], [0.1032, -0.2946, 2.2420], [0.3823, 1.5034, -0.5559], [-1.2631, -1.5842, -0.8448], [0.8748, -0.7429, 1.1572], [-1.2629, 1.1110, -1.4974], [-0.3828, -2.4476, -0.0833], [-0.6982, 1.0946, -0.4458], [-1.2619, 1.7594, 0.3410]],
  "forces_ev_per_a": [[-0.371, 0.415, -0.290], [-1.138, 0.692, -0.574], [0.084, 0.172, 0.302], [-1.981, 0.123, -0.164], [1.563, 0.076, 1.346], [-0.045, -0.892, 0.266], [1.180, 0.338, 2.358], [-0.816, -0.631, -0.727], [0.441, 1.200, -1.135], [1.084, -1.494, -1.382]]
}

***

ΔE to the lowest compared entry with this formula, charge and spin for the records above, in order: 113.5, 68.8 kJ/mol